Here is a structure of composition C12H30ClGaI2N3P3 in a non-equilibrium geometry from the Open Molecules 2025 dataset. Energies are from the ωB97M-V functional and the def2-TZVPD basis.

Summary:
HOMO (alpha / beta)   -13.89 / -13.89 eV
Total charge   +2

Element x y z (Å)
I (-0.004, 1.924, 1.733)
I (-0.024, -1.751, 1.450)
Ga (0.012, -0.287, -2.732)
Cl (0.011, -1.109, -4.764)
P (2.002, -0.175, -0.988)
P (-2.018, -0.164, -0.984)
P (0.021, 0.516, 3.742)
N (1.234, 0.845, 6.133)
N (-1.228, 0.730, 6.129)
N (0.105, -1.303, 5.833)
C (-1.479, 1.022, 4.735)
C (-2.773, 1.334, -1.700)
C (1.463, 1.157, 4.743)
C (-1.133, -0.717, 6.380)
C (-3.039, -1.460, -1.808)
C (2.773, 1.311, -1.704)
C (3.036, -1.461, -1.807)
C (0.109, -1.262, 4.365)
C (-0.028, 1.438, 6.650)
C (-2.934, -0.138, 0.627)
C (1.276, -0.609, 6.391)
C (2.914, -0.148, 0.619)
H (-0.071, 2.488, 6.331)
H (-4.013, -0.224, 0.419)
H (1.036, -1.729, 4.017)
H (-2.723, 0.787, 1.179)
H (-2.601, -0.989, 1.244)
H (-2.661, 2.176, -1.009)
H (3.835, 1.101, -1.880)
H (2.679, -1.653, -2.824)
H (-1.991, -1.232, 5.927)
H (-2.670, -1.657, -2.820)
H (-2.997, -2.400, -1.245)
H (2.678, 2.149, -1.007)
H (2.574, -1.001, 1.232)
H (2.702, 0.781, 1.166)
H (-3.838, 1.154, -1.883)
H (-1.144, -0.869, 7.474)
H (3.993, -0.240, 0.409)
H (2.392, 0.688, 4.374)
H (2.188, -1.037, 5.942)
H (-0.028, 1.368, 7.757)
H (-1.600, 2.103, 4.619)
H (-4.080, -1.124, -1.854)
H (-0.762, -1.829, 4.022)
H (2.274, 1.570, -2.641)
H (-2.355, 0.476, 4.354)
H (1.294, -0.760, 7.481)
H (1.492, 2.240, 4.624)
H (4.073, -1.107, -1.837)
H (-2.264, 1.581, -2.635)
H (3.002, -2.405, -1.248)

Mulliken atomic charge list, values in e, 8 entries:
1. I 0.078
2. I -0.153
3. Ga 0.892
4. Cl -0.163
5. P 0.630
6. P 0.616
7. P 1.076
8. N 0.106

=====

Here is a structure of composition C12H30F6NNiO9S2 in a non-equilibrium geometry from the Open Molecules 2025 dataset. Energies are from the ωB97M-V functional and the def2-TZVPD basis.

Summary:
⟨S²⟩   2.003
HOMO (alpha / beta)   -13.56 / -13.56 eV
Spin multiplicity   3
Total charge   +1

Element x y z (Å)
Ni (-12.779, 37.713, 1.299)
S (-13.147, 39.334, 4.029)
S (-13.317, 36.617, 4.429)
F (-15.041, 41.132, 4.238)
F (-11.072, 35.207, 4.188)
F (-11.494, 35.803, 6.226)
F (-15.610, 39.127, 4.947)
F (-10.794, 37.298, 4.895)
F (-15.622, 39.561, 2.877)
O (-12.722, 39.354, 5.401)
O (-11.481, 36.001, 1.535)
O (-14.022, 36.922, 5.643)
O (-13.734, 39.492, 0.655)
O (-12.486, 40.283, 3.159)
O (-14.423, 36.339, 1.293)
O (-11.072, 38.852, 1.032)
O (-13.857, 35.444, 3.764)
O (-12.725, 37.363, -0.844)
N (-13.086, 37.908, 3.242)
C (-14.774, 39.665, -0.354)
C (-11.555, 36.730, -1.422)
C (-8.674, 38.411, 1.486)
C (-11.503, 36.177, 4.967)
C (-11.898, 34.645, 1.371)
C (-15.844, 36.438, 0.931)
C (-14.071, 40.311, -1.542)
C (-10.824, 33.655, 0.899)
C (-14.984, 39.821, 4.026)
C (-16.584, 36.250, 2.269)
C (-9.988, 39.057, 1.933)
C (-11.351, 37.254, -2.848)
H (-9.848, 40.128, 2.106)
H (-13.584, 41.265, -1.315)
H (-15.210, 38.713, -0.631)
H (-8.695, 37.323, 1.589)
H (-14.761, 40.561, -2.350)
H (-13.436, 37.068, -1.425)
H (-10.951, 39.413, 0.259)
H (-12.285, 34.241, 2.310)
H (-12.729, 34.505, 0.681)
H (-11.277, 32.669, 0.832)
H (-10.667, 36.872, -0.813)
H (-10.298, 37.200, -3.126)
H (-16.007, 35.694, 0.151)
H (-16.254, 36.805, 3.143)
H (-10.308, 38.762, 2.933)
H (-10.522, 34.012, -0.088)
H (-13.517, 40.402, 0.894)
H (-17.639, 36.523, 2.165)
H (-14.414, 35.451, 1.672)
H (-11.937, 36.688, -3.573)
H (-10.739, 35.971, 2.151)
H (-15.501, 40.409, -0.031)
H (-8.407, 38.640, 0.457)
H (-16.612, 35.222, 2.638)
H (-16.001, 37.441, 0.546)
H (-11.637, 38.294, -3.013)
H (-11.671, 35.651, -1.545)
H (-9.933, 33.646, 1.527)
H (-13.234, 39.745, -1.952)
H (-7.958, 38.733, 2.243)

Mulliken atomic charge list, values in e, 8 entries:
1. Ni 2.497
2. S 0.691
3. S 0.689
4. F -0.220
5. F -0.213
6. F -0.211
7. F -0.199
8. F -0.239

=====

Here is a cluster of 2 separate species, C12H30N4OP in total in a non-equilibrium geometry from the Open Molecules 2025 dataset. Energies are from the ωB97M-V functional and the def2-TZVPD basis.

Summary:
HOMO   -1.33 eV
Energy above the lowest of the compared OMol25 structures with the same formula, charge and spin   0.000 eV
Total charge   -1

Element x y z (Å)
P (2.774, -1.192, -1.094)
O (3.049, -2.417, -0.283)
N (3.352, 0.334, -1.748)
N (-2.021, 0.416, 1.652)
N (2.624, -1.887, -2.658)
N (1.317, -0.558, -0.491)
C (-2.774, -0.815, 1.767)
C (2.553, 1.552, -1.711)
C (-4.942, 1.952, 2.630)
C (-5.842, 1.216, 1.982)
C (-3.836, 2.755, 2.005)
C (-1.975, 1.219, 2.887)
C (-2.464, 2.661, 2.703)
C (0.075, -1.305, -0.621)
C (4.741, 0.634, -1.376)
C (1.470, -0.084, 0.887)
C (1.474, -1.709, -3.513)
C (3.218, -3.202, -2.844)
H (0.091, -2.264, -0.085)
H (1.089, -0.690, -3.464)
H (2.471, 2.002, -0.716)
H (-4.997, 1.989, 3.715)
H (-4.129, 3.809, 2.066)
H (-0.734, -0.698, -0.213)
H (2.570, -4.012, -2.482)
H (-2.503, 0.654, 3.682)
H (5.135, 1.445, -1.990)
H (-2.652, 3.038, 3.722)
H (-2.819, -1.329, 0.805)
H (1.754, -1.885, -4.557)
H (-2.270, -1.474, 2.480)
H (-0.922, 1.274, 3.191)
H (3.037, 2.276, -2.373)
H (1.551, 1.381, -2.090)
H (2.337, 0.584, 0.965)
H (0.586, 0.481, 1.187)
H (-3.773, 2.524, 0.936)
H (-5.864, 1.184, 0.900)
H (5.372, -0.243, -1.546)
H (3.413, -3.360, -3.908)
H (4.167, -3.278, -2.321)
H (0.663, -2.406, -3.264)
H (-2.321, 0.972, 0.866)
H (-6.537, 0.610, 2.551)
H (-3.785, -0.665, 2.163)
H (1.619, -0.913, 1.589)
H (4.838, 0.922, -0.322)
H (-0.180, -1.496, -1.662)

Mulliken atomic charge list, values in e, 8 entries:
1. P 0.440
2. O -0.879
3. N 0.166
4. N 0.089
5. N 0.285
6. N 0.293
7. C -1.173
8. C -0.957

=====

Here is a cluster of 3 separate species, C12H30NO6P in total in a non-equilibrium geometry from the Open Molecules 2025 dataset. Energies are from the ωB97M-V functional and the def2-TZVPD basis.

Summary:
HOMO   -9.25 eV
Energy above the lowest of the compared OMol25 structures with the same formula, charge and spin   0.906 eV
SMILES   CC(=O)N([PH4])C(C)=O.COCCOC.COCCOC

Element x y z (Å)
P (-1.268, 5.618, -0.611)
O (-2.718, 3.454, 1.703)
O (2.399, -0.603, 1.570)
O (-2.248, -1.141, -1.015)
O (3.566, -2.844, 0.048)
O (-1.348, -3.841, -0.245)
O (-0.318, 2.571, -1.588)
N (-1.019, 4.027, 0.227)
C (-1.343, -0.617, -0.055)
C (-2.297, 3.359, 0.517)
C (3.318, -3.673, 1.174)
C (1.402, 2.999, 0.084)
C (2.475, -0.665, 0.148)
C (3.671, -0.408, 2.172)
C (-3.206, 2.583, -0.527)
C (-0.087, 3.164, -0.512)
C (2.413, -2.107, -0.349)
C (-1.936, -3.509, -1.500)
C (-1.624, -2.070, -1.898)
C (-2.284, -3.796, 0.822)
H (3.580, -0.625, 3.238)
H (-3.101, 1.441, -0.474)
H (1.412, 2.418, 1.064)
H (-1.924, -0.127, 0.730)
H (-2.034, -1.887, -2.896)
H (-3.016, -3.687, -1.484)
H (-1.410, 6.866, -1.335)
H (-0.543, -1.902, -1.942)
H (-1.109, 6.289, 0.653)
H (1.606, -0.125, -0.241)
H (2.751, -4.556, 0.863)
H (-1.730, -3.800, 1.762)
H (2.771, -3.146, 1.960)
H (-2.903, -2.895, 0.787)
H (2.042, 2.392, -0.651)
H (-2.618, 5.270, -0.991)
H (-2.925, -4.683, 0.787)
H (-4.320, 2.811, -0.454)
H (4.431, -1.068, 1.748)
H (3.981, 0.636, 2.053)
H (-0.162, 5.262, -1.477)
H (-1.498, -4.181, -2.246)
H (1.497, -2.601, -0.007)
H (-0.733, -1.399, 0.405)
H (-2.892, 2.916, -1.584)
H (1.940, 4.011, 0.180)
H (-0.694, 0.128, -0.527)
H (3.376, -0.162, -0.218)
H (2.400, -2.099, -1.444)
H (4.279, -3.997, 1.577)

Mulliken atomic charge list, values in e, 8 entries:
1. P 0.003
2. O -0.565
3. O -0.349
4. O -0.387
5. O -0.429
6. O -0.331
7. O -0.545
8. N -0.041

=====

Here is a cluster of 8 separate species, C12H31BBrIN7O16 in total in a non-equilibrium geometry from the Open Molecules 2025 dataset. Energies are from the ωB97M-V functional and the def2-TZVPD basis.

Summary:
HOMO   -5.10 eV
Total charge   -1

Element x y z (Å)
I (-0.053, -4.612, 3.425)
Br (2.690, -0.479, 1.752)
O (-2.314, 7.887, -2.733)
O (-4.515, -0.139, 2.768)
O (-0.677, 9.063, -2.000)
O (-1.927, -2.975, 0.191)
O (5.111, -1.593, 5.796)
O (-1.585, 3.157, -2.199)
O (-1.235, 4.906, 0.844)
O (0.705, -6.165, -2.361)
O (-0.049, -2.350, 1.384)
O (3.814, 4.401, -3.597)
O (4.341, -2.534, 4.021)
O (2.702, -5.421, -2.062)
O (1.977, 5.322, -2.975)
O (-3.107, 3.934, 1.228)
O (-4.467, -2.255, 3.158)
O (-1.708, 4.412, -3.923)
N (1.908, -6.249, -2.446)
N (4.215, -1.892, 5.033)
N (-2.136, 4.006, -2.864)
N (-4.768, -1.294, 2.498)
N (-1.922, 3.911, 0.971)
N (2.801, 4.432, -2.939)
N (-1.130, 8.143, -2.640)
C (0.029, -3.680, 1.308)
C (-1.290, 2.584, 0.758)
C (2.445, -7.487, -3.078)
C (-3.388, 4.616, -2.344)
C (2.574, -3.384, 1.291)
C (2.912, -2.042, 0.615)
C (2.839, -1.425, 5.368)
C (-5.462, -1.571, 1.212)
C (-1.261, -4.145, 0.575)
C (-0.162, 7.273, -3.362)
C (2.509, 3.307, -2.007)
C (1.353, -4.123, 0.736)
B (-1.539, -2.008, 1.265)
H (-3.620, 4.157, -1.390)
H (3.316, 2.589, -2.078)
H (-1.708, -0.842, 0.946)
H (-5.651, -0.625, 0.719)
H (1.303, -4.029, -0.356)
H (-6.379, -2.102, 1.447)
H (-1.877, -4.770, 1.226)
H (2.876, -0.341, 5.419)
H (3.966, -1.996, 0.338)
H (2.426, 3.732, -1.011)
H (-0.249, 2.744, 0.511)
H (2.090, -8.326, -2.488)
H (2.293, -1.843, -0.259)
H (2.169, -1.770, 4.589)
H (3.526, -7.422, -3.083)
H (-4.159, 4.433, -3.087)
H (0.388, 7.918, -4.040)
H (2.589, -1.839, 6.340)
H (-4.791, -2.206, 0.638)
H (0.496, 6.830, -2.626)
H (-3.201, 5.683, -2.254)
H (2.033, -7.536, -4.081)
H (2.443, -3.225, 2.365)
H (1.474, -5.192, 0.955)
H (-0.959, -4.719, -0.316)
H (1.552, 2.887, -2.306)
H (-1.825, 2.107, -0.054)
H (-2.078, -2.294, 2.329)
H (3.449, -4.033, 1.170)
H (-1.407, 1.992, 1.660)
H (-0.718, 6.508, -3.889)

Mulliken atomic charge list, values in e, 8 entries:
1. I -0.197
2. Br -0.272
3. O -0.565
4. O -0.563
5. O -0.563
6. O -0.656
7. O -0.599
8. O -0.470

=====

These records have electronic energy values of -4643.33932 -4110.74204 -1110.72674 -1322.55156 -4958.98287 Eh, in the order they appear.